Formula: C4H9N2O
Source: the Open Molecules 2025 dataset
Level of theory: ωB97M-V with the def2-TZVPD basis set

XYZ file:
```
16
Properties=species:S:1:pos:R:3:forces:R:3
C -1.886222 -0.730079 -0.313036 -1.86 -1.50 0.03
C -0.779295 1.367432 0.217609 -0.92 0.99 3.47
C 0.466306 0.533227 0.513443 -0.95 -1.40 -2.09
C 2.515493 -0.456289 -0.228293 1.73 -3.42 -3.24
N -1.811639 0.577931 -0.440600 0.42 3.01 -1.64
N -1.042389 -1.403158 0.336297 1.48 0.30 1.09
O 1.226203 0.187268 -0.459153 -0.17 1.15 1.03
H -2.841082 -1.047074 -0.768970 0.51 -0.65 0.18
H -1.334092 1.818001 1.226938 1.99 -1.49 -2.00
H -0.396781 2.316312 -0.208780 -0.54 -0.75 -0.82
H 0.849255 0.232823 1.436910 0.07 0.14 1.94
H 3.392930 0.166914 -0.013550 -0.98 0.68 0.20
H 2.697986 -0.831029 -1.361930 -0.13 0.66 2.84
H 2.618744 -1.421043 0.426928 -1.26 1.99 -0.87
H -2.519504 1.062438 -1.018596 0.92 -0.46 0.64
H -1.155914 -2.373674 0.654785 -0.32 0.75 -0.76
```
Forces are in eV/Å.

orbital gap = 8.831 eV
HOMO level = -13.752 eV
LUMO level = -4.92 eV
energy relative to the best compared isomer or geometry (same formula, charge and spin) = 92.1 kcal per mole
net charge = +1